1.
Density functional theory data (the ωB97M-V functional and the def2-TZVPD basis) for a 3-piece molecular cluster, C6H15N3O overall.

The geometry in XYZ format:
```
25
Properties=species:S:1:pos:R:3
C -2.115 -3.069 0.456
C 0.586 1.251 -0.765
C -0.285 3.308 -0.304
C 1.300 2.205 1.235
C 2.243 2.975 -0.874
C -1.557 -2.019 -0.070
N -2.689 -3.988 1.104
N 0.373 0.239 -1.208
N 1.004 2.487 -0.222
O -1.498 -6.578 1.030
H -1.144 2.864 0.326
H 0.053 4.335 0.166
H -0.471 3.306 -1.433
H 1.743 1.185 1.200
H 1.860 3.111 1.497
H 0.476 2.098 1.913
H 1.870 3.070 -1.968
H 2.487 4.032 -0.632
H 3.149 2.310 -0.801
H -1.346 -1.107 0.322
H -1.303 -2.083 -1.121
H -2.163 -4.838 1.309
H -3.682 -3.890 1.137
H -1.693 -7.067 0.215
H -0.534 -6.467 0.961
```

Properties
- LUMO energy (eV) = -6.9
- total charge = +2
- E (eV) = -12962.645
- spin multiplicity = 1
- HOMO level (eV) = -17.90
- energy above the lowest of the compared OMol25 structures with the same formula, charge and spin (eV) = 5.346
- orbital gap (eV) = 11.02

2.
Density functional theory data (the ωB97M-V functional and the def2-TZVPD basis) for C2H2AlO2 as an isolated structure.

The geometry in XYZ format:
```
7
Properties=species:S:1:pos:R:3
C 0.473 -0.523 1.829
C 1.175 -1.329 2.393
O -0.050 -1.830 -1.653
Al -0.403 -0.520 -0.770
H 1.627 -2.026 3.076
O -0.135 0.146 0.858
H -0.268 1.083 1.079
```

Properties
- LUMO energy (spin up / spin down) (eV) = -7.6 / -7.6
- total charge = +1
- E (eV) = -12785.892
- spin multiplicity = 1
- HOMO level (spin up / spin down) (eV) = -15.34 / -15.34
- energy above the lowest of the compared OMol25 structures with the same formula, charge and spin (eV) = 0.059
- orbital gap (spin up / spin down) (eV) = 7.70 / 7.70

3.
Density functional theory data (the ωB97M-V functional and the def2-TZVPD basis) for C7H10N2 as an isolated structure.

The geometry in XYZ format:
```
19
Properties=species:S:1:pos:R:3
C 2.680 -0.634 -0.023
C 0.314 -1.349 -0.002
C -0.995 -1.161 0.044
C -1.486 0.284 0.027
C -2.969 0.478 -0.088
C -0.515 1.133 -0.017
C 0.868 0.987 0.064
H 3.387 -0.425 0.735
H 3.030 -0.235 -0.939
H 2.674 -1.685 0.124
H 1.100 -2.585 -0.098
H -1.679 -2.171 0.086
H -3.558 -0.140 -0.665
H -3.457 1.217 -0.028
H -3.565 -0.165 0.922
H -0.473 2.213 0.039
H 1.529 2.732 -0.189
N 1.208 -0.391 -0.052
N 1.906 1.898 0.058
```

Properties
- LUMO energy (eV) = 0.7
- total charge = 0
- E (eV) = -10395.064
- spin multiplicity = 1
- HOMO level (eV) = -7.82
- energy above the lowest of the compared OMol25 structures with the same formula, charge and spin (eV) = 6.547
- orbital gap (eV) = 8.55

4.
Density functional theory data (the ωB97M-V functional and the def2-TZVPD basis) for one molecule with the formula C2H4N2O2.

The geometry in XYZ format:
```
10
Properties=species:S:1:pos:R:3
C -1.052 -0.583 -0.043
C 1.387 -0.573 0.129
H 1.011 2.008 0.217
H -0.975 -1.714 -0.351
H -2.119 0.929 -0.104
H 1.168 -1.719 0.162
N 0.232 0.119 0.262
N -2.086 -0.016 -0.052
O 0.034 1.473 -0.039
O 2.400 0.076 -0.180
```

Properties
- LUMO energy (eV) = 0.5
- total charge = 0
- E (eV) = -9210.419
- spin multiplicity = 1
- HOMO level (eV) = -9.76
- energy above the lowest of the compared OMol25 structures with the same formula, charge and spin (eV) = 4.804
- orbital gap (eV) = 10.29

5.
Density functional theory data (the ωB97M-V functional and the def2-TZVPD basis) for one molecule with the formula C4H7NO3.

The geometry in XYZ format:
```
15
Properties=species:S:1:pos:R:3
C -0.859 -0.996 1.946
C -0.247 -0.265 0.925
C 0.064 -0.168 -1.574
C 1.075 0.938 -1.348
H -1.098 -2.098 1.450
H -0.101 -1.023 2.958
H -1.794 -0.617 2.012
H -1.060 -1.343 -0.664
H 1.424 1.270 -2.392
H 1.974 0.699 -0.699
H 0.282 2.050 -0.072
N -0.621 -0.421 -0.370
O 0.342 0.754 1.284
O 0.058 -0.967 -2.511
O 0.562 2.187 -0.944
```

Properties
- LUMO energy (eV) = 0.3
- total charge = 0
- E (eV) = -11892.322
- spin multiplicity = 1
- HOMO level (eV) = -10.25
- energy above the lowest of the compared OMol25 structures with the same formula, charge and spin (eV) = 2.956
- orbital gap (eV) = 10.53

6.
Density functional theory data (the ωB97M-V functional and the def2-TZVPD basis) for C12H30KN2O4 as an isolated structure.

The geometry in XYZ format:
```
49
Properties=species:S:1:pos:R:3
K -0.380 -0.323 0.037
C -1.710 2.444 -3.720
O -1.204 2.495 -2.368
C -0.889 3.824 -2.086
C -0.223 3.867 -0.694
N -1.181 3.559 0.383
C -0.649 3.971 1.683
C 0.827 3.681 1.858
O 1.044 2.270 1.978
C 0.681 1.735 3.259
H -1.294 3.055 -4.521
H -2.774 2.678 -3.725
H -1.744 1.414 -4.075
H -1.761 4.473 -2.006
H -0.105 4.243 -2.717
H 0.169 4.878 -0.582
H 0.553 3.102 -0.738
H -2.132 3.881 0.272
H -1.103 3.601 2.602
H -0.835 5.045 1.697
H 1.217 4.171 2.750
H 1.531 4.149 1.170
H -0.386 1.712 3.483
H 1.281 1.914 4.151
H 0.765 0.654 3.149
C -2.340 -2.415 2.345
O -0.978 -2.698 2.088
C -0.636 -4.076 1.856
C 0.922 -4.211 1.747
N 1.380 -3.367 0.566
C 1.175 -4.045 -0.771
C 1.737 -3.427 -1.980
O 1.433 -2.009 -2.061
C 1.730 -1.386 -3.318
H -2.838 -3.290 2.762
H -2.865 -2.067 1.455
H -2.387 -1.736 3.196
H -1.190 -4.368 0.964
H -1.095 -4.638 2.670
H 1.269 -5.208 1.474
H 1.335 -3.996 2.733
H 2.384 -3.429 0.659
H 0.123 -4.300 -0.900
H 1.612 -5.041 -0.698
H 1.268 -3.854 -2.866
H 2.821 -3.437 -2.091
H 1.247 -1.877 -4.163
H 2.781 -1.273 -3.586
H 1.417 -0.342 -3.323
```

Properties
- LUMO energy (eV) = -2.5
- total charge = +1
- E (eV) = -40417.323
- spin multiplicity = 1
- HOMO level (eV) = -11.31
- energy above the lowest of the compared OMol25 structures with the same formula, charge and spin (eV) = 2.844
- orbital gap (eV) = 8.78

7.
Density functional theory data (the ωB97M-V functional and the def2-TZVPD basis) for one molecule with the formula C3H4FNO.

The geometry in XYZ format:
```
10
Properties=species:S:1:pos:R:3
C 1.667 0.111 -0.480
C -0.855 -0.738 0.102
C -0.413 0.787 -0.110
N 0.118 -1.666 -0.166
O 0.923 0.881 0.274
F 2.860 -0.025 0.097
H -1.134 -0.818 1.215
H -1.700 -1.135 -0.402
H -0.504 1.114 -1.134
H -0.961 1.490 0.602
```

Properties
- LUMO energy (spin up / spin down) (eV) = -1.2 / -0.5
- total charge = 0
- E (eV) = -9424.495
- spin multiplicity = 1
- HOMO level (spin up / spin down) (eV) = -9.63 / -9.07
- energy above the lowest of the compared OMol25 structures with the same formula, charge and spin (eV) = 6.122
- orbital gap (spin up / spin down) (eV) = 8.41 / 8.56

8.
Density functional theory data (the ωB97M-V functional and the def2-TZVPD basis) for a 2-piece molecular cluster, C3H5NO5S overall.

The geometry in XYZ format:
```
15
Properties=species:S:1:pos:R:3
C -2.524 0.979 0.778
C 0.504 -1.493 -1.050
C 1.078 -0.059 -0.993
N 2.344 0.082 -0.658
O -0.344 -1.774 -0.111
O -3.276 1.731 0.241
O 0.880 -2.209 -1.932
O 0.021 0.587 0.494
O -0.932 0.667 2.797
S -0.886 1.466 1.590
H -2.698 -0.106 0.882
H 0.672 0.643 -1.716
H 2.803 0.976 -0.742
H -0.405 -0.907 0.444
H 2.762 -0.582 -0.022
```

Properties
- LUMO energy (eV) = -0.3
- total charge = 0
- E (eV) = -25752.370
- spin multiplicity = 1
- HOMO level (eV) = -8.99
- energy above the lowest of the compared OMol25 structures with the same formula, charge and spin (eV) = 0.000
- orbital gap (eV) = 8.74